ORCA calculation (the ωB97M-V functional and the def2-TZVPD basis) on 15 unconnected molecules or ions with the total composition C69H164N6O16 in a non-equilibrium geometry.

Bonds (Å) are listed after each position.
Atoms and positions in Å:
1 C 13.38 14.80 22.22  C2 1.553, H4 1.058, H5 1.094, H6 1.132
2 C 14.59 15.59 22.77  C1 1.553, O3 1.453, H7 1.120, H8 1.127
3 O 15.18 14.76 23.81  C2 1.453, H9 0.956
4 H 12.65 14.53 22.94  C1 1.058
5 H 13.81 13.88 21.80  C1 1.094
6 H 12.87 15.41 21.41  C1 1.132
7 H 14.21 16.57 23.14  C2 1.120
8 H 15.39 15.74 21.99  C2 1.127
9 H 16.01 15.20 24.00  O3 0.956
10 C 10.09 21.04 21.85  C11 1.558, H13 1.157, H14 1.061, H15 1.077
11 C 9.55 21.32 20.41  C10 1.558, O12 1.430, H16 1.097, H17 1.104
12 O 9.52 20.08 19.69  C11 1.430, H18 0.968
13 H 11.09 20.45 21.85  C10 1.157
14 H 9.42 20.41 22.37  C10 1.061
15 H 10.19 21.91 22.48  C10 1.077
16 H 10.28 21.98 19.93  C11 1.097
17 H 8.58 21.85 20.42  C11 1.104
18 H 9.17 20.29 18.81  O12 0.968
19 C 9.48 15.89 19.89  C20 1.530, H22 1.077, H23 1.067, H24 1.097
20 C 8.81 16.83 18.89  C19 1.530, O21 1.421, H25 1.124, H26 1.082
21 O 7.81 17.69 19.44  C20 1.421, H27 0.985
22 H 10.24 15.24 19.48  C19 1.077
23 H 8.69 15.27 20.24  C19 1.067
24 H 9.85 16.49 20.74  C19 1.097
25 H 8.22 16.18 18.19  C20 1.124
26 H 9.51 17.47 18.38  C20 1.082
27 H 8.23 18.35 20.04  O21 0.985
28 C 12.73 18.44 25.17  C29 1.503, H31 1.125, H32 1.078, H33 1.080
29 C 12.95 19.79 24.55  C28 1.503, O30 1.416, H34 1.051, H35 1.097
30 O 13.88 19.79 23.49  C29 1.416, H36 0.957
31 H 13.67 17.98 25.59  C28 1.125
32 H 12.37 17.74 24.44  C28 1.078
33 H 12.04 18.50 26.00  C28 1.080
34 H 13.29 20.46 25.29  C29 1.051
35 H 12.00 20.20 24.16  C29 1.097
36 H 14.71 19.63 23.94  O30 0.957
37 C 12.08 22.06 15.98  C38 1.518, H40 1.118, H41 1.118, H42 1.088
38 C 11.38 22.83 14.87  C37 1.518, O39 1.437, H43 1.035, H44 1.143
39 O 11.19 24.18 15.34  C38 1.437, H45 0.973
40 H 11.53 22.17 16.94  C37 1.118
41 H 13.10 22.48 16.18  C37 1.118
42 H 12.37 21.04 15.73  C37 1.088
43 H 10.41 22.46 14.83  C38 1.035
44 H 11.89 22.82 13.85  C38 1.143
45 H 12.04 24.63 15.20  O39 0.973
46 C 17.29 18.72 22.87  C47 1.481, H49 1.075, H50 1.067, H51 1.090
47 C 17.10 19.84 23.82  C46 1.481, O48 1.452, H52 1.126, H53 1.083
48 O 16.21 19.37 24.87  C47 1.452, H54 0.955
49 H 16.31 18.63 22.43  C46 1.075
50 H 17.55 17.82 23.36  C46 1.067
51 H 17.99 19.00 22.08  C46 1.090
52 H 16.58 20.74 23.38  C47 1.126
53 H 18.04 20.08 24.30  C47 1.083
54 H 16.48 19.93 25.60  O48 0.955
55 C 13.48 13.21 14.63  C56 1.501, H58 1.078, H59 1.099, H60 1.107
56 C 13.52 14.14 15.80  C55 1.501, O57 1.417, H61 1.081, H62 1.080
57 O 13.61 13.40 17.00  C56 1.417, H63 0.965
58 H 13.81 13.69 13.71  C55 1.078
59 H 12.45 12.87 14.50  C55 1.099
60 H 14.20 12.40 14.83  C55 1.107
61 H 12.66 14.79 15.86  C56 1.081
62 H 14.37 14.81 15.76  C56 1.080
63 H 13.08 13.79 17.71  O57 0.965
64 C 13.67 23.71 22.10  C65 1.461, H67 1.113, H68 1.088, H69 1.114
65 C 13.23 23.69 20.71  C64 1.461, O66 1.449, H70 1.085, H71 1.095
66 O 12.56 24.93 20.39  C65 1.449, H72 0.960
67 H 14.02 22.69 22.34  C64 1.113
68 H 12.76 23.92 22.66  C64 1.088
69 H 14.36 24.58 22.22  C64 1.114
70 H 12.56 22.86 20.50  C65 1.085
71 H 14.05 23.45 20.02  C65 1.095
72 H 12.31 24.83 19.47  O66 0.960
73 C 19.77 15.79 20.97  C74 1.531, H76 1.086, H77 1.125, H78 1.082
74 C 18.77 16.72 20.29  C73 1.531, O75 1.400, H79 1.118, H80 1.091
75 O 17.42 16.35 20.43  C74 1.400, H81 0.986
76 H 19.75 14.75 20.64  C73 1.086
77 H 19.78 15.81 22.09  C73 1.125
78 H 20.76 16.15 20.72  C73 1.082
79 H 19.12 16.91 19.25  C74 1.118
80 H 18.91 17.71 20.74  C74 1.091
81 H 17.31 15.52 19.91  O75 0.986
82 C 14.47 25.40 10.79  O83 1.417, H91 1.119, H92 1.102, H93 1.079
83 O 13.74 24.77 11.83  C82 1.417, C84 1.433
84 C 12.97 25.72 12.56  O83 1.433, C85 1.574, H94 1.071, H95 1.085
85 C 13.66 26.31 13.84  C84 1.574, N86 1.486, H96 1.110, H97 1.110
86 N 13.74 25.22 14.85  C85 1.486, C87 1.457, H98 1.032
87 C 14.52 25.57 16.03  N86 1.457, C88 1.541, H99 1.073, H100 1.119
88 C 14.96 24.41 16.94  C87 1.541, O89 1.429, H101 1.124, H102 1.094
89 O 15.61 23.43 16.13  C88 1.429, C90 1.418
90 C 15.92 22.24 16.84  O89 1.418, H103 1.093, H104 1.113, H105 1.128
91 H 15.08 24.58 10.32  C82 1.119
92 H 15.20 26.14 11.14  C82 1.102
93 H 13.81 25.89 10.09  C82 1.079
94 H 12.10 25.28 13.01  C84 1.071
95 H 12.62 26.50 11.89  C84 1.085
96 H 13.01 27.11 14.25  C85 1.110
97 H 14.67 26.69 13.57  C85 1.110
98 H 14.10 24.36 14.40  N86 1.032
99 H 14.10 26.37 16.61  C87 1.073
100 H 15.53 25.96 15.76  C87 1.119
101 H 14.08 23.99 17.51  C88 1.124
102 H 15.67 24.78 17.69  C88 1.094
103 H 16.66 22.37 17.63  C90 1.093
104 H 16.45 21.62 16.08  C90 1.113
105 H 14.96 21.75 17.17  C90 1.128
106 C 14.17 20.44 20.35  C107 1.529, H117 1.102, H118 1.094, H119 1.078
107 C 13.92 19.16 19.55  C106 1.529, C108 1.548, N112 1.531, C116 1.528
108 C 12.79 19.48 18.54  C107 1.548, C109 1.524, H120 1.096, H121 1.119
109 C 12.64 18.54 17.35  C108 1.524, C110 1.521, H122 1.110, H123 1.118
110 C 13.95 18.40 16.60  C109 1.521, C111 1.530, H124 1.082, H125 1.080
111 C 15.11 18.00 17.52  C110 1.530, N112 1.514, C114 1.550, C115 1.500
112 N 15.16 18.98 18.67  C107 1.531, C111 1.514, O113 1.466
113 O 16.32 18.72 19.53  N112 1.466, H135 0.950
114 C 14.95 16.56 18.06  C111 1.550, H126 1.096, H127 1.085, H128 1.099
115 C 16.35 18.13 16.68  C111 1.500, H129 1.087, H130 1.084, H131 1.115
116 C 13.56 17.99 20.46  C107 1.528, H132 1.108, H133 1.103, H134 1.067
117 H 13.24 20.67 20.91  C106 1.102
118 H 14.54 21.24 19.71  C106 1.094
119 H 15.02 20.32 21.01  C106 1.078
120 H 11.85 19.66 19.08  C108 1.096
121 H 13.07 20.50 18.16  C108 1.119
122 H 11.91 18.98 16.64  C109 1.110
123 H 12.29 17.52 17.65  C109 1.118
124 H 14.22 19.29 16.04  C110 1.082
125 H 13.86 17.72 15.77  C110 1.080
126 H 15.57 15.87 17.47  C114 1.096
127 H 15.32 16.44 19.07  C114 1.085
128 H 13.91 16.24 18.10  C114 1.099
129 H 16.25 17.34 15.94  C115 1.087
130 H 16.33 19.12 16.23  C115 1.084
131 H 17.27 18.05 17.30  C115 1.115
132 H 14.49 17.70 20.98  C116 1.108
133 H 13.19 17.12 19.89  C116 1.103
134 H 12.82 18.38 21.13  C116 1.067
135 H 16.46 17.81 19.75  O113 0.950
136 C 10.92 15.42 13.69  C137 1.566, H147 1.076, H148 1.061, H149 1.071
137 C 9.89 16.59 13.54  C136 1.566, C138 1.496, N142 1.490, C146 1.529
138 C 10.19 17.79 14.39  C137 1.496, C139 1.483, H150 1.090, H151 1.073
139 C 11.18 18.70 13.77  C138 1.483, C140 1.480, H152 1.090, H153 1.120
140 C 10.66 19.22 12.48  C139 1.480, C141 1.534, H154 1.114, H155 1.106
141 C 10.48 18.13 11.42  C140 1.534, N142 1.506, C144 1.534, C145 1.551
142 N 9.66 17.10 12.16  C137 1.490, C141 1.506, O143 1.438
143 O 9.50 15.98 11.28  N142 1.438, H165 0.986
144 C 9.64 18.64 10.24  C141 1.534, H156 1.113, H157 1.058, H158 1.102
145 C 11.90 17.69 10.98  C141 1.551, H159 1.099, H160 1.063, H161 1.110
146 C 8.58 15.97 14.02  C137 1.529, H162 1.091, H163 1.085, H164 1.056
147 H 10.57 14.59 13.12  C136 1.076
148 H 10.95 15.18 14.73  C136 1.061
149 H 11.88 15.79 13.37  C136 1.071
150 H 9.27 18.35 14.54  C138 1.090
151 H 10.61 17.46 15.32  C138 1.073
152 H 12.10 18.15 13.64  C139 1.090
153 H 11.37 19.55 14.48  C139 1.120
154 H 11.30 20.00 12.02  C140 1.114
155 H 9.64 19.60 12.66  C140 1.106
156 H 8.58 18.68 10.57  C144 1.113
157 H 9.91 19.59 9.87  C144 1.058
158 H 9.60 17.91 9.41  C144 1.102
159 H 12.31 18.41 10.25  C145 1.099
160 H 12.61 17.64 11.78  C145 1.063
161 H 11.83 16.73 10.44  C145 1.110
162 H 7.75 16.68 13.95  C146 1.091
163 H 8.81 15.64 15.03  C146 1.085
164 H 8.33 15.12 13.45  C146 1.056
165 H 8.63 16.14 10.84  O143 0.986
166 C 14.83 11.85 19.60  C167 1.515, H177 1.066, H178 1.090, H179 1.074
167 C 16.25 11.97 20.13  C166 1.515, C168 1.535, N172 1.544, C176 1.520
168 C 16.94 10.60 20.24  C167 1.535, C169 1.516, H180 1.134, H181 1.079
169 C 17.45 10.09 18.91  C168 1.516, C170 1.528, H182 1.131, H183 1.107
170 C 18.35 11.09 18.18  C169 1.528, C171 1.516, H184 1.069, H185 1.135
171 C 17.73 12.46 17.97  C170 1.516, N172 1.554, C174 1.579, C175 1.563
172 N 17.16 12.93 19.34  C167 1.544, C171 1.554, O173 1.406
173 O 16.51 14.14 19.05  N172 1.406, H195 0.982
174 C 18.83 13.53 17.60  C171 1.579, H186 1.121, H187 1.111, H188 1.099
175 C 16.60 12.34 16.89  C171 1.563, H189 1.115, H190 1.081, H191 1.104
176 C 16.21 12.55 21.53  C167 1.520, H192 1.089, H193 1.086, H194 1.088
177 H 14.72 11.40 18.64  C166 1.066
178 H 14.35 12.83 19.59  C166 1.090
179 H 14.19 11.39 20.32  C166 1.074
180 H 17.78 10.82 20.96  C168 1.134
181 H 16.36 9.79 20.66  C168 1.079
182 H 16.57 9.84 18.24  C169 1.131
183 H 17.96 9.13 19.13  C169 1.107
184 H 18.66 10.66 17.26  C170 1.069
185 H 19.26 11.30 18.82  C170 1.135
186 H 18.33 14.46 17.22  C174 1.121
187 H 19.34 13.88 18.53  C174 1.111
188 H 19.51 13.09 16.87  C174 1.099
189 H 17.07 11.91 15.98  C175 1.115
190 H 15.76 11.73 17.20  C175 1.081
191 H 16.23 13.33 16.60  C175 1.104
192 H 15.42 12.03 22.07  C176 1.089
193 H 16.02 13.62 21.48  C176 1.086
194 H 17.17 12.31 21.99  C176 1.088
195 H 15.73 14.00 18.47  O173 0.982
196 C 19.52 22.64 21.62  C197 1.549, H207 1.090, H208 1.120, H209 1.055
197 C 18.57 22.72 20.40  C196 1.549, C198 1.548, N202 1.523, C206 1.517
198 C 18.78 24.06 19.65  C197 1.548, C199 1.574, H210 1.099, H211 1.075
199 C 19.98 24.15 18.63  C198 1.574, C200 1.568, H212 1.118, H213 1.081
200 C 19.97 22.85 17.74  C199 1.568, C201 1.524, H214 1.114, H215 1.102
201 C 20.00 21.56 18.56  C200 1.524, N202 1.489, C204 1.520, C205 1.510
202 N 18.78 21.59 19.40  C197 1.523, C201 1.489, O203 1.441
203 O 18.57 20.39 20.16  N202 1.441, H225 0.964
204 C 19.70 20.46 17.56  C201 1.520, H216 1.108, H217 1.059, H218 1.102
205 C 21.24 21.32 19.39  C201 1.510, H219 1.107, H220 1.075, H221 1.114
206 C 17.10 22.70 20.78  C197 1.517, H222 1.081, H223 1.072, H224 1.056
207 H 18.98 22.82 22.56  C196 1.090
208 H 20.34 23.40 21.60  C196 1.120
209 H 20.01 21.71 21.70  C196 1.055
210 H 17.87 24.30 19.09  C198 1.099
211 H 19.05 24.81 20.36  C198 1.075
212 H 20.95 24.18 19.18  C199 1.118
213 H 19.92 25.08 18.09  C199 1.081
214 H 20.83 22.84 17.03  C200 1.114
215 H 19.08 22.75 17.10  C200 1.102
216 H 19.65 19.47 18.06  C204 1.108
217 H 18.74 20.59 17.13  C204 1.059
218 H 20.50 20.34 16.82  C204 1.102
219 H 21.45 22.22 20.00  C205 1.107
220 H 21.00 20.48 20.03  C205 1.075
221 H 22.16 21.19 18.78  C205 1.114
222 H 16.49 22.61 19.89  C206 1.081
223 H 16.79 23.62 21.25  C206 1.072
224 H 16.78 21.90 21.39  C206 1.056
225 H 17.89 19.88 19.69  O203 0.964
226 C 18.73 21.10 11.50  C227 1.527, H237 1.058, H238 1.111, H239 1.070
227 C 17.72 20.04 11.07  C226 1.527, C228 1.493, N232 1.461, C236 1.543
228 C 17.77 18.87 11.99  C227 1.493, C229 1.530, H240 1.089, H241 1.124
229 C 17.27 19.30 13.37  C228 1.530, C230 1.488, H242 1.088, H243 1.087
230 C 15.86 19.77 13.23  C229 1.488, C231 1.505, H244 1.102, H245 1.105
231 C 15.67 20.92 12.29  C230 1.505, N232 1.502, C234 1.584, C235 1.524
232 N 16.33 20.47 11.02  C227 1.461, C231 1.502, O233 1.398
233 O 16.25 21.55 10.12  N232 1.398, H255 0.972
234 C 14.15 21.09 11.89  C231 1.584, H246 1.057, H247 1.089, H248 1.097
235 C 16.18 22.20 12.94  C231 1.524, H249 1.083, H250 1.077, H251 1.075
236 C 18.05 19.58 9.63  C227 1.543, H252 1.137, H253 1.092, H254 1.063
237 H 18.65 21.37 12.52  C226 1.058
238 H 18.51 21.99 10.87  C226 1.111
239 H 19.73 20.77 11.30  C226 1.070
240 H 17.30 18.00 11.52  C228 1.089
241 H 18.86 18.70 12.20  C228 1.124
242 H 17.90 20.12 13.73  C229 1.088
243 H 17.44 18.48 14.06  C229 1.087
244 H 15.44 19.99 14.22  C230 1.102
245 H 15.25 18.92 12.88  C230 1.105
246 H 14.07 22.03 11.41  C234 1.057
247 H 13.88 20.31 11.18  C234 1.089
248 H 13.57 21.09 12.83  C234 1.097
249 H 16.21 23.02 12.24  C235 1.083
250 H 15.56 22.50 13.77  C235 1.077
251 H 17.15 22.06 13.37  C235 1.075
252 H 19.05 19.05 9.55  C236 1.137
253 H 18.09 20.47 8.99  C236 1.092
254 H 17.27 18.95 9.26  C236 1.063
255 H 15.66 21.20 9.43  O233 0.972

The LUMO energy is 0.4 eV. The calculation puts the total energy at -115903.6044 eV. As for the orbital gap: 8.74 eV. The value obtained for the HOMO energy is -0.306 hartree.